No. 1
Formula: C22H54BF16N2O26S4Tl
Source: OMol25
Level of theory: the ωB97M-V functional and the def2-TZVPD basis

The calculation puts the LUMO energy at -8.6758 eV. Its HOMO energy is -9.78 eV. Its net charge is 0. For the gap between HOMO and LUMO, the calculation gives 1.11 eV.

Last column: Mulliken charge in e.
Atoms and positions in Å:
Tl  -8.86  -2.71  22.31  0.998
B  -11.56  -0.27  18.48  0.570
F  -10.24  -0.15  18.17  -0.359
F  -11.72  0.38  19.68  -0.360
F  -12.39  0.45  17.57  -0.372
F  -11.92  -1.56  18.51  -0.336
C  -14.37  -6.17  25.77  0.727
F  -15.57  -6.15  26.38  -0.176
F  -13.43  -5.91  26.64  -0.202
F  -14.20  -7.33  25.18  -0.180
S  -14.46  -4.81  24.35  0.988
O  -13.83  -5.23  23.10  -0.583
O  -15.84  -4.40  24.13  -0.495
N  -13.53  -3.52  24.96  -0.270
S  -14.44  -2.87  26.02  0.921
O  -15.75  -3.36  26.43  -0.460
O  -13.53  -2.57  27.07  -0.536
C  -14.92  -1.14  25.21  0.751
F  -15.08  -1.39  23.87  -0.215
F  -16.09  -0.74  25.74  -0.191
F  -13.94  -0.35  25.43  -0.161
C  -6.80  -9.29  21.08  0.662
F  -6.00  -8.41  21.71  -0.188
F  -6.32  -9.69  19.86  -0.187
F  -7.02  -10.31  21.87  -0.178
S  -8.53  -8.65  20.80  0.946
O  -9.36  -9.82  20.42  -0.521
O  -8.86  -7.98  22.07  -0.621
N  -8.37  -7.26  19.74  -0.244
S  -8.73  -7.79  18.32  1.080
O  -8.02  -8.95  17.91  -0.464
O  -10.14  -7.69  18.15  -0.505
C  -7.99  -6.41  17.19  0.648
F  -6.78  -6.73  16.85  -0.214
F  -8.79  -6.31  16.12  -0.186
F  -7.84  -5.28  17.86  -0.209
C  0.81  -10.45  22.51  -0.464
C  1.58  -11.53  21.70  -0.341
O  2.61  -10.90  21.03  -0.493
O  1.59  -10.01  23.57  -0.495
H  -0.14  -10.83  22.90  0.301
H  0.65  -9.57  21.89  0.270
H  0.86  -12.00  21.03  0.239
H  1.98  -12.43  22.18  0.361
H  3.42  -11.38  21.21  0.314
H  1.47  -10.74  24.19  0.308
C  -8.42  -15.17  16.81  -0.285
C  -9.43  -16.19  16.30  -0.483
O  -10.30  -15.65  15.35  -0.500
O  -7.67  -14.42  15.85  -0.506
H  -7.86  -15.67  17.60  0.307
H  -9.01  -14.61  17.53  0.256
H  -10.04  -16.55  17.13  0.310
H  -8.99  -17.15  16.02  0.266
H  -9.71  -15.42  14.63  0.327
H  -7.59  -13.52  16.19  0.309
C  -16.16  -8.80  12.32  -0.491
C  -15.40  -8.27  13.55  -0.262
O  -14.84  -9.40  14.19  -0.540
O  -17.19  -9.75  12.66  -0.499
H  -15.60  -9.20  11.48  0.287
H  -16.77  -7.98  11.94  0.281
H  -16.19  -7.84  14.18  0.236
H  -14.59  -7.58  13.35  0.369
H  -14.30  -9.02  14.89  0.296
H  -16.72  -10.24  13.34  0.324
C  -13.89  -14.71  23.15  -0.347
C  -14.42  -14.87  24.61  -0.481
O  -13.74  -14.09  25.54  -0.532
O  -14.37  -13.45  22.72  -0.489
H  -14.22  -15.51  22.49  0.299
H  -12.82  -14.81  23.33  0.265
H  -14.37  -15.92  24.89  0.313
H  -15.43  -14.48  24.75  0.338
H  -14.04  -13.22  25.29  0.329
H  -13.58  -12.98  22.44  0.305
C  -2.84  -3.18  19.68  -0.483
C  -3.26  -2.01  18.82  -0.303
O  -4.32  -1.36  19.44  -0.488
O  -3.89  -4.03  19.92  -0.451
H  -2.38  -2.93  20.63  0.268
H  -2.08  -3.74  19.13  0.298
H  -3.67  -2.33  17.86  0.203
H  -2.48  -1.27  18.65  0.361
H  -4.25  -0.42  19.25  0.308
H  -4.01  -4.54  19.12  0.287
C  -11.56  0.62  11.50  -0.333
C  -12.80  0.81  10.58  -0.407
O  -12.77  1.94  9.80  -0.474
O  -11.28  1.68  12.38  -0.490
H  -10.80  0.38  10.76  0.216
H  -11.49  -0.31  12.06  0.360
H  -13.72  0.59  11.12  0.302
H  -12.74  -0.04  9.90  0.267
H  -12.89  2.73  10.33  0.332
H  -11.28  1.31  13.27  0.351
C  -17.82  -9.56  18.72  -0.143
C  -19.15  -9.67  17.92  -0.539
O  -19.73  -10.94  17.84  -0.526
O  -17.55  -8.20  18.75  -0.509
H  -17.03  -10.12  18.21  0.229
H  -18.00  -9.93  19.72  0.252
H  -19.02  -9.30  16.90  0.283
H  -20.05  -9.10  18.16  0.342
H  -19.34  -11.34  17.06  0.312
H  -16.68  -8.11  19.14  0.299
C  -4.93  -4.49  26.91  -0.439
C  -4.24  -3.09  26.69  -0.430
O  -4.50  -2.68  25.36  -0.482
O  -6.25  -4.46  26.67  -0.490
H  -4.60  -5.17  27.69  0.450
H  -4.46  -5.14  26.17  0.220
H  -3.19  -3.17  26.96  0.292
H  -4.68  -2.45  27.46  0.246
H  -3.72  -2.89  24.85  0.304
H  -6.64  -5.04  27.33  0.327
C  -8.01  -18.07  24.88  -0.360
C  -8.50  -17.45  26.10  -0.528
O  -7.51  -16.72  26.82  -0.495
O  -7.23  -17.23  24.02  -0.492
H  -8.83  -18.42  24.25  0.277
H  -7.33  -18.87  25.19  0.276
H  -8.97  -18.29  26.60  0.278
H  -9.31  -16.77  25.83  0.375
H  -6.85  -17.38  27.04  0.337
H  -7.19  -16.39  24.49  0.332

***

No. 2
Formula: C22H54Br2FN18O17P
Source: OMol25
Level of theory: the ωB97M-V functional and the def2-TZVPD basis

The calculation puts the LUMO energy at 0.2610 eV. Its HOMO energy is -9.04 eV. As for the SMILES: C/C(Br)=C(\Br)[C@]1(CC(=O)F)C(=O)O[C@](O)(CCCCO)[C@@H]1P(=O)(O)O.NC(N)=O.NC(N)=O.NC(N)=O.NC(N)=O.NC(N)=O.NC(N)=O.NC(N)=O.NC(N)=O.NC(N)=O. Its net charge is 0. For the gap between HOMO and LUMO, the calculation gives 9.31 eV.

Last column: Mulliken charge in e.
Atoms and positions in Å:
C  1.67  2.95  3.64  -1.283
C  1.42  1.57  2.84  0.266
Br  -0.22  0.57  3.25  0.085
C  2.36  1.13  1.88  -0.495
Br  3.95  2.32  1.59  -0.118
C  2.20  -0.24  1.02  1.820
C  1.97  -1.62  1.81  -0.664
C  0.66  -2.42  1.39  0.599
O  -0.46  -2.36  1.91  -0.437
F  0.82  -3.35  0.29  -0.319
C  3.75  -0.40  0.50  -0.767
O  4.75  -0.84  1.10  -0.632
O  4.05  0.05  -0.82  -0.388
C  2.76  0.28  -1.46  1.189
O  2.74  -0.84  -2.42  -0.662
C  2.65  1.54  -2.45  -1.200
C  2.86  2.97  -1.75  0.317
C  2.93  4.05  -2.98  -0.759
C  2.31  5.48  -2.59  -0.400
O  3.27  6.24  -1.78  -0.518
C  1.55  -0.08  -0.47  -0.322
P  -0.07  0.93  -0.59  0.731
O  -0.01  2.28  0.13  -0.689
O  -0.65  1.04  -2.20  -0.540
O  -1.25  -0.03  0.23  -0.391
H  2.73  2.99  4.09  0.410
H  0.96  2.92  4.54  0.324
H  1.41  3.88  3.03  0.265
H  2.84  -2.35  1.78  0.456
H  1.83  -1.35  2.93  0.340
H  3.67  -1.13  -2.61  0.321
H  3.52  1.42  -3.20  0.327
H  1.70  1.58  -3.07  0.321
H  3.89  3.02  -1.23  0.146
H  2.00  3.31  -1.08  0.065
H  2.25  3.62  -3.81  0.345
H  3.98  4.08  -3.42  0.312
H  1.28  5.44  -2.11  0.280
H  2.19  6.06  -3.59  0.343
H  2.90  7.17  -1.83  0.299
H  1.19  -1.09  -0.92  0.578
H  -0.61  1.97  -2.51  0.367
H  -1.46  -0.75  -0.43  0.206
N  -3.03  -0.45  7.71  -0.334
C  -2.07  -0.08  6.84  0.614
N  -2.27  -0.51  5.56  -0.259
O  -1.10  0.59  7.16  -0.677
H  -3.84  -0.99  7.46  0.156
H  -2.92  -0.15  8.67  0.210
H  -1.58  -0.26  4.88  -0.224
H  -3.06  -1.06  5.28  0.229
N  -2.25  -3.35  -0.53  -0.238
C  -3.59  -3.22  -0.66  0.679
N  -4.09  -3.70  -1.82  -0.233
O  -4.29  -2.72  0.21  -0.729
H  -1.65  -3.76  -1.23  0.155
H  -1.83  -3.00  0.32  0.169
H  -5.09  -3.63  -1.95  0.145
H  -3.53  -4.12  -2.54  0.218
N  -4.03  -3.55  -6.49  -0.305
C  -3.43  -4.46  -5.69  0.645
N  -3.10  -5.62  -6.29  -0.352
O  -3.19  -4.24  -4.51  -0.753
H  -4.23  -3.71  -7.46  0.132
H  -4.29  -2.67  -6.07  0.224
H  -2.64  -6.32  -5.73  0.210
H  -3.28  -5.82  -7.26  0.145
N  0.70  -8.82  -4.57  -0.407
C  0.08  -8.05  -5.49  0.640
N  0.25  -8.45  -6.78  -0.377
O  -0.59  -7.07  -5.19  -0.634
H  1.26  -9.63  -4.79  0.158
H  0.60  -8.55  -3.60  0.224
H  -0.20  -7.90  -7.49  0.214
H  0.79  -9.25  -7.05  0.165
N  1.64  2.12  9.04  -0.323
C  2.24  1.68  10.17  0.586
N  1.65  0.59  10.74  -0.349
O  3.22  2.21  10.65  -0.666
H  0.83  1.69  8.63  0.232
H  2.05  2.92  8.59  0.166
H  2.06  0.23  11.58  0.203
H  0.84  0.14  10.36  0.172
N  -7.30  -0.89  -3.86  -0.414
C  -6.75  -1.85  -4.64  0.707
N  -7.06  -3.12  -4.27  -0.375
O  -6.04  -1.60  -5.59  -0.705
H  -7.89  -1.08  -3.07  0.162
H  -7.10  0.07  -4.09  0.217
H  -6.67  -3.87  -4.83  0.209
H  -7.65  -3.35  -3.49  0.176
N  3.01  9.28  1.40  -0.372
C  2.38  9.69  0.27  0.652
N  2.30  11.03  0.12  -0.401
O  1.93  8.90  -0.55  -0.654
H  3.39  9.90  2.09  0.165
H  3.09  8.29  1.55  0.224
H  1.84  11.38  -0.71  0.223
H  2.67  11.69  0.78  0.158
N  -4.57  1.80  4.77  -0.210
C  -5.49  1.82  5.76  0.623
N  -6.45  2.77  5.62  -0.399
O  -5.47  1.03  6.69  -0.619
H  -4.57  2.43  3.99  0.170
H  -3.84  1.10  4.83  0.120
H  -7.15  2.82  6.34  0.229
H  -6.48  3.42  4.86  0.157
N  7.17  -2.93  -3.10  -0.372
C  6.54  -2.17  -4.03  0.668
N  6.71  -2.58  -5.31  -0.410
O  5.87  -1.19  -3.74  -0.651
H  7.73  -3.74  -3.32  0.160
H  7.07  -2.66  -2.14  0.230
H  6.26  -2.04  -6.03  0.221
H  7.26  -3.38  -5.57  0.155

***

No. 3
Formula: C22H54F2InNO20S5
Source: OMol25
Level of theory: the ωB97M-V functional and the def2-TZVPD basis

The calculation puts the LUMO energy (alpha / beta) at -12.6325 / -13.2125 eV. Its HOMO energy (alpha / beta) is -16.00 / -15.99 eV. Its net charge is +3. For the gap between HOMO and LUMO (alpha / beta), the calculation gives 3.36 / 2.78 eV. Its spin multiplicity is 2.

Last column: Löwdin spin population.
Atoms and positions in Å:
In  11.57  -16.54  -3.96  0.000
N  12.83  -19.05  -4.20  0.001
S  12.25  -20.41  -4.63  0.000
O  11.10  -20.85  -3.90  0.003
O  13.19  -21.43  -5.16  0.000
F  11.69  -19.71  -5.99  0.000
S  13.92  -19.76  -3.07  0.000
O  15.34  -19.75  -3.39  0.000
O  13.49  -20.88  -2.22  0.001
F  13.86  -18.54  -1.98  0.000
C  10.93  -24.10  -7.83  0.000
C  11.76  -24.10  -6.56  0.000
C  13.14  -24.56  -6.99  0.000
S  13.52  -23.73  -8.58  0.000
O  13.89  -24.69  -9.65  0.000
O  14.28  -22.51  -8.23  -0.002
C  11.70  -23.33  -8.93  -0.001
H  9.94  -23.70  -7.63  0.000
H  10.68  -25.14  -8.06  0.000
H  11.31  -24.68  -5.75  0.000
H  11.90  -23.06  -6.27  0.000
H  12.91  -25.62  -7.13  0.000
H  13.93  -24.57  -6.24  0.000
H  11.40  -23.50  -9.96  0.000
H  11.63  -22.28  -8.64  0.000
C  10.11  -21.65  0.35  0.000
C  11.38  -21.18  0.92  0.000
C  11.51  -19.66  0.80  0.000
S  10.27  -19.05  -0.39  0.000
O  10.96  -18.50  -1.59  0.001
O  9.12  -18.44  0.23  0.000
C  9.77  -20.74  -0.90  0.001
H  9.28  -21.48  1.03  0.000
H  10.21  -22.68  0.00  0.000
H  12.22  -21.63  0.39  0.000
H  11.50  -21.47  1.96  0.000
H  12.49  -19.37  0.45  0.000
H  11.23  -19.31  1.80  0.000
H  10.35  -21.13  -1.74  0.000
H  8.76  -20.69  -1.31  0.001
C  8.34  -24.51  -4.00  0.027
C  7.75  -24.16  -5.38  0.038
C  6.79  -23.05  -5.24  0.172
S  7.68  -21.84  -4.16  0.099
O  6.74  -21.33  -3.18  0.329
O  8.47  -20.96  -5.00  0.130
C  8.77  -23.20  -3.42  0.146
H  9.22  -25.16  -4.05  0.012
H  7.58  -24.99  -3.39  0.000
H  7.13  -24.95  -5.80  0.019
H  8.54  -23.88  -6.07  0.000
H  6.01  -23.37  -4.54  0.002
H  6.29  -22.41  -5.97  0.003
H  8.72  -23.21  -2.33  0.001
H  9.78  -22.86  -3.63  0.009
C  8.01  -18.25  -3.55  0.000
C  7.86  -16.73  -3.20  0.000
O  9.00  -16.10  -2.57  0.000
O  9.07  -18.44  -4.50  0.005
H  7.08  -18.57  -4.02  0.000
H  8.13  -18.88  -2.66  0.000
H  6.95  -16.50  -2.64  0.000
H  7.68  -16.23  -4.15  0.000
H  8.78  -15.27  -2.13  0.000
H  8.93  -19.31  -4.87  0.000
C  16.87  -20.07  -0.22  0.117
C  17.39  -21.45  0.15  0.130
O  17.19  -22.50  -0.78  0.355
O  17.54  -19.33  -1.23  0.288
H  16.77  -19.49  0.70  0.002
H  15.83  -20.21  -0.51  0.023
H  16.83  -21.80  1.02  0.026
H  18.39  -21.37  0.56  0.011
H  16.25  -22.67  -0.73  0.005
H  17.49  -19.88  -2.02  0.004
C  17.05  -18.82  -6.36  -0.094
C  16.25  -20.17  -6.50  -0.175
O  16.18  -20.61  -7.86  -0.311
O  16.24  -17.95  -7.06  -0.303
H  18.03  -19.05  -6.80  -0.015
H  16.99  -18.53  -5.32  0.000
H  15.21  -19.94  -6.28  -0.010
H  16.68  -20.86  -5.77  -0.069
H  15.56  -21.33  -7.99  -0.006
H  16.09  -18.25  -7.96  -0.008
C  12.74  -17.53  -7.75  0.000
C  11.37  -16.75  -7.81  0.000
O  10.45  -17.29  -6.86  0.000
O  13.50  -17.08  -6.63  -0.004
H  13.31  -17.35  -8.67  0.000
H  12.51  -18.60  -7.75  0.000
H  10.87  -16.80  -8.77  0.000
H  11.41  -15.71  -7.50  0.000
H  10.26  -18.16  -7.22  0.000
H  14.40  -17.42  -6.73  0.001
C  14.91  -23.85  -2.95  0.001
C  16.32  -24.22  -3.51  0.008
O  16.83  -25.47  -3.08  0.020
O  14.75  -23.79  -1.55  0.004
H  14.16  -24.60  -3.19  0.001
H  14.55  -22.96  -3.47  0.000
H  17.06  -23.48  -3.21  0.004
H  16.55  -24.02  -4.55  0.001
H  16.68  -25.55  -2.14  0.000
H  13.85  -23.51  -1.39  0.000

***

No. 4
Formula: C22H55NO6PS
Source: OMol25
Level of theory: the ωB97M-V functional and the def2-TZVPD basis

The calculation puts the LUMO energy at -3.4579 eV. Its HOMO energy is -10.90 eV. Its net charge is +1. For the gap between HOMO and LUMO, the calculation gives 7.44 eV.

Last column: Mulliken charge in e.
Atoms and positions in Å:
C  -2.67  1.20  -2.05  -1.115
C  -1.70  0.94  -0.87  -0.203
C  -0.31  1.63  -1.01  -0.645
S  -0.33  3.47  -0.84  0.143
C  -1.10  3.80  0.82  -0.438
O  -2.41  4.31  0.73  -0.188
N  -3.35  3.30  0.79  0.282
O  -4.42  3.74  0.60  -0.339
P  -1.62  4.38  -2.33  0.216
C  -0.46  4.59  -3.79  -0.914
C  -1.94  6.16  -1.78  -1.026
H  -3.18  0.29  -2.37  0.413
H  -2.19  1.65  -2.92  0.212
H  -3.47  1.87  -1.70  0.261
H  -1.53  -0.14  -0.83  0.249
H  -2.12  1.21  0.10  0.335
H  0.23  1.33  -1.91  0.503
H  0.32  1.29  -0.17  0.327
H  -0.47  4.57  1.27  0.426
H  -1.00  2.90  1.44  0.428
H  -1.01  5.08  -4.60  0.247
H  0.33  5.29  -3.47  0.343
H  -0.05  3.63  -4.10  0.359
H  -1.00  6.55  -1.36  0.356
H  -2.18  6.70  -2.70  0.411
H  -2.73  6.21  -1.04  0.330
C  3.64  -2.43  2.17  -0.941
C  2.95  -1.10  1.90  -0.501
O  2.14  -1.11  0.73  -0.433
C  1.08  -2.05  0.71  -0.541
C  0.08  -1.86  1.83  -0.945
H  4.26  -2.71  1.32  0.303
H  4.27  -2.35  3.06  0.470
H  2.93  -3.23  2.34  0.212
H  3.70  -0.33  1.75  0.356
H  2.35  -0.79  2.77  0.313
H  1.48  -3.07  0.70  0.353
H  0.57  -1.91  -0.25  0.340
H  0.52  -2.00  2.81  0.337
H  -0.74  -2.58  1.73  0.486
H  -0.34  -0.85  1.79  0.214
C  -3.69  -4.81  5.33  -1.040
C  -2.19  -4.76  5.59  -0.347
O  -1.52  -3.72  4.90  -0.399
C  -1.95  -2.40  5.19  -0.076
C  -1.80  -2.01  6.65  -1.177
H  -3.88  -4.93  4.26  0.286
H  -4.13  -5.66  5.85  0.399
H  -4.19  -3.91  5.66  0.262
H  -1.74  -5.69  5.25  0.325
H  -1.99  -4.69  6.67  0.319
H  -2.99  -2.26  4.85  0.286
H  -1.34  -1.74  4.58  0.168
H  -2.40  -2.63  7.31  0.282
H  -2.11  -0.97  6.80  0.394
H  -0.76  -2.11  6.96  0.313
C  -1.24  6.33  -9.44  -1.027
C  -2.02  5.24  -8.72  -0.348
O  -2.34  5.56  -7.37  -0.389
C  -3.14  6.72  -7.18  -0.217
C  -4.50  6.64  -7.86  -1.080
H  -0.32  6.55  -8.91  0.283
H  -0.99  6.00  -10.45  0.392
H  -1.82  7.25  -9.52  0.268
H  -1.41  4.34  -8.67  0.326
H  -2.92  4.97  -9.27  0.301
H  -2.60  7.61  -7.50  0.328
H  -3.29  6.81  -6.10  0.208
H  -4.41  6.56  -8.94  0.271
H  -5.08  7.54  -7.64  0.386
H  -5.05  5.77  -7.51  0.303
C  6.84  -7.67  4.43  -1.016
C  5.78  -6.60  4.49  -0.324
O  6.07  -5.46  3.69  -0.425
C  6.22  -5.70  2.30  -0.397
C  4.98  -6.29  1.64  -0.983
H  7.81  -7.27  4.74  0.290
H  6.58  -8.50  5.10  0.383
H  6.96  -8.08  3.43  0.261
H  5.69  -6.23  5.51  0.330
H  4.79  -7.00  4.23  0.297
H  7.10  -6.32  2.12  0.341
H  6.43  -4.73  1.86  0.346
H  4.73  -7.27  2.05  0.326
H  5.15  -6.40  0.57  0.389
H  4.12  -5.63  1.80  0.189

***

no.,total energy (Ha)
1,-6323.69236
2,-8724.96206
3,-4809.52431
4,-2116.51795